# 1
ORCA calculation (wB97M-V/def2-TZVPD) on the ion C4H7N2OS with charge +1.

Calculated values
- M (g mol⁻¹) = 131.180
- largest force on an atom (hartree/bohr) = 0.0703
- DFT total energy (eV) = -20113.8982
- E_HOMO (eV) = -12.4

```
! wB97M-V def2-TZVPD RIJCOSX def2/J DEFGRID3
* xyz 1 1
C 0.408 0.862 1.024
C 0.560 -0.988 -1.205
C 0.147 1.315 -0.293
C -1.458 -0.623 1.104
N -0.875 0.402 1.676
N 0.991 0.486 -1.134
O 1.437 0.577 1.568
S -1.081 -1.447 -0.385
H 0.190 -1.468 -2.134
H 1.250 -1.560 -0.640
H -0.947 1.418 -0.484
H -2.461 -1.069 1.442
H -1.279 0.917 2.486
H 1.955 0.560 -0.882
H 1.162 0.617 -2.144
*
```

Here are the Mulliken charges for atoms 1 to 5, given in e: C 0.418; C -0.549; C -0.851; C 0.069; N -0.065



# 2
ORCA calculation (wB97M-V/def2-TZVPD) on the ion C7H14FN3 with charge +2.

Calculated values
- M (g mol⁻¹) = 159.208
- SMILES = CC/[NH+]=C\[NH+]=C(\C)N/C=C\F
- largest force on an atom (hartree/bohr) = 0.1074
- DFT total energy (eV) = -14654.8629
- E_HOMO (eV) = -17.6

```
! wB97M-V def2-TZVPD RIJCOSX def2/J DEFGRID3
* xyz 2 1
C 0.310 -0.220 -0.933
C -0.118 1.780 0.410
C -2.271 2.095 -0.817
C -2.872 0.897 -0.808
C 0.633 2.413 1.562
C 1.354 -3.688 -0.050
C 1.260 -2.178 0.181
N -1.099 2.451 -0.129
N 0.376 0.522 0.164
N 0.723 -1.416 -0.917
F -2.365 -0.132 -0.250
H 0.123 0.072 -1.908
H -2.930 2.794 -1.334
H -3.754 1.022 -1.233
H 0.427 3.488 1.765
H 1.739 2.480 1.384
H 0.493 1.881 2.571
H 0.485 -4.242 -0.297
H 2.095 -3.892 -0.824
H 1.747 -4.259 0.783
H 2.289 -1.822 0.181
H 0.735 -1.916 1.137
H -1.250 3.393 0.207
H 1.075 0.364 0.945
H 0.797 -1.887 -1.793
*
```

Here are the Mulliken charges for atoms 1 to 5, given in e: C 0.052; C 0.790; C -0.321; C -0.129; C -1.523



# 3
ORCA calculation (wB97M-V/def2-TZVPD) on a cluster of 2 separate species, C6H14N2O2 in total.

Calculated values
- M (g mol⁻¹) = 146.190
- SMILES = CNC(C)=O.CNC(C)=O
- largest force on an atom (hartree/bohr) = 0.1652
- DFT total energy (eV) = -13522.8646
- E_HOMO (eV) = -9.3

```
! wB97M-V def2-TZVPD RIJCOSX def2/J DEFGRID3
* xyz 0 1
C 0.941 -2.088 0.212
C 1.164 0.299 3.174
C 1.068 -1.576 1.665
O 1.471 -2.340 2.505
N 0.789 -0.232 1.842
H -0.174 -2.218 0.091
H 0.928 0.306 1.030
H 0.510 0.543 4.080
H 1.311 -1.320 -0.562
H 1.471 -3.010 0.179
H 2.060 -0.236 3.659
H 1.568 1.327 2.840
C -1.991 -0.712 -1.052
C -0.277 2.483 -2.488
C -0.392 1.120 -1.710
O 0.597 0.470 -1.499
N -1.593 0.806 -1.212
H -2.384 1.346 -1.574
H -1.711 -0.919 -0.061
H -1.166 2.822 -2.042
H -3.027 -0.801 -1.250
H -1.415 -1.175 -1.861
H 0.544 2.969 -2.388
H -0.292 2.137 -3.579
*
```

Here are the Mulliken charges for atoms 1 to 5, given in e: C -0.651; C -0.865; C 0.583; O -0.610; N -0.112



# 4
ORCA calculation (wB97M-V/def2-TZVPD) on an isolated molecule of C20H22N2O5.

Calculated values
- M (g mol⁻¹) = 370.405
- SMILES = COc1ccc(OCC(=O)Nc2ccccc2C(=O)N2CCOCC2)cc1
- largest force on an atom (hartree/bohr) = 0.0119
- DFT total energy (eV) = -34314.8250
- E_HOMO (eV) = -8.1

```
! wB97M-V def2-TZVPD RIJCOSX def2/J DEFGRID3
* xyz 0 1
C -6.769 -1.084 0.975
H -6.415 -1.943 0.395
O -6.410 0.133 0.369
C -5.084 0.411 0.207
C -4.038 -0.421 0.594
C -2.730 -0.032 0.380
C -2.438 1.185 -0.226
C -3.479 2.020 -0.612
C -4.786 1.632 -0.394
H -5.603 2.272 -0.688
H -3.286 2.970 -1.085
O -1.105 1.453 -0.408
C -0.711 2.746 -0.798
C 0.813 2.876 -0.689
O 1.407 3.783 -1.229
N 1.359 1.887 0.052
C 2.698 1.629 0.326
C 3.699 2.578 0.134
C 5.009 2.278 0.455
C 5.341 1.037 0.974
C 4.358 0.078 1.142
C 3.039 0.353 0.803
C 1.966 -0.664 1.009
O 0.963 -0.410 1.665
N 2.164 -1.885 0.460
C 3.066 -2.179 -0.631
H 3.786 -1.373 -0.764
H 3.596 -3.111 -0.406
C 2.246 -2.359 -1.919
H 2.888 -2.681 -2.740
O 1.264 -3.355 -1.771
C 0.376 -3.042 -0.720
C 1.131 -2.895 0.604
H 0.457 -2.583 1.402
H 1.608 -3.845 0.866
H -0.342 -3.862 -0.670
H -0.156 -2.104 -0.943
H 1.774 -1.399 -2.180
H 4.607 -0.890 1.551
H 6.362 0.814 1.246
H 5.775 3.024 0.311
H 3.434 3.545 -0.261
H 0.703 1.215 0.447
H -1.161 3.513 -0.151
H -0.994 2.962 -1.837
H -1.911 -0.661 0.692
H -4.226 -1.371 1.068
H -7.857 -1.091 1.000
H -6.384 -1.153 1.998
*
```

Here are the Mulliken charges for atoms 1 to 5, given in e: C -0.820; H 0.326; O -0.456; C 0.743; C -0.522



# 5
ORCA calculation (wB97M-V/def2-TZVPD) on a structure of composition C15H17BrFeN2O4Se.

Calculated values
- M (g mol⁻¹) = 504.020
- largest force on an atom (hartree/bohr) = 0.0164
- DFT total energy (eV) = -196768.2759
- <S²> = 0.78
- E_HOMO (spin up / spin down) (eV) = -11.6 / -11.6

```
! wB97M-V def2-TZVPD RIJCOSX def2/J DEFGRID3
* xyz 1 2
Fe -0.961 0.078 1.484
N -2.524 -0.781 2.353
C -1.964 -1.803 3.278
C -0.909 -2.543 2.475
N 0.023 -1.503 1.978
H -3.231 -0.200 2.791
H -2.950 -1.269 1.554
H -2.732 -2.476 3.655
H -1.516 -1.282 4.125
H -1.373 -3.006 1.608
H -0.390 -3.302 3.057
H 0.636 -1.847 1.244
H 0.611 -1.170 2.741
Br -2.216 1.602 -2.532
C -2.052 -0.183 -3.174
C -2.111 -0.345 -4.549
C -2.058 -1.616 -5.099
C -1.974 -2.729 -4.277
C -1.940 -2.563 -2.905
C -1.959 -1.292 -2.331
C -1.889 -1.238 -0.840
O -2.432 -2.096 -0.146
O -1.207 -0.251 -0.330
H -2.210 0.524 -5.183
H -2.099 -1.731 -6.174
H -1.943 -3.723 -4.703
H -1.897 -3.420 -2.246
Se 0.665 2.390 0.107
C 2.476 2.847 0.469
C 2.849 3.439 1.668
C 4.179 3.755 1.881
C 5.122 3.506 0.889
C 4.740 2.932 -0.312
C 3.412 2.582 -0.519
H 2.102 3.645 2.425
H 4.482 4.210 2.815
H 6.159 3.762 1.057
H 5.475 2.740 -1.082
H 3.105 2.112 -1.446
O -0.136 1.187 2.699
O 0.639 1.058 1.495
*
```

Here are the Mulliken charges for atoms 1 to 5, given in e: Fe 0.384; N -0.241; C -0.499; C -0.529; N -0.204